Here is a 2-piece molecular cluster, C26H55BN7O8S2Si overall from the Open Molecules 2025 dataset. Energies are from ωB97M-V/def2-TZVPD.

Results
Charge   +1
Maximum force   7.75 eV/Å
DFT total energy   -84875.168 eV
Kohn-Sham gap   6.46 eV

```
100
C26H55BN7O8S2Si, DFT ωB97M-V/def2-TZVPD
C 5.2072 -3.3358 -4.5292
C 3.9997 -2.5070 -3.8321
O 4.4459 -1.3115 -3.1399
B 4.7573 -1.5469 -1.7739
O 5.2718 -2.8656 -1.4024
N 4.6593 -0.5442 -0.6538
C 3.5163 -0.0877 -0.1113
N 3.7065 0.9250 0.9219
C 2.6583 1.9785 0.9462
C 2.8276 3.0399 2.1794
C 3.0616 4.5468 1.6895
C 2.3274 5.5708 2.7246
N 3.3248 6.5128 3.3549
C 1.1667 1.4536 0.7357
C 0.2580 2.7868 0.5468
O -1.1356 2.4381 0.2651
O -1.9410 3.4940 0.5957
C 0.4990 0.6945 1.9855
S 1.6059 0.0609 3.3058
O 0.6745 -0.4032 4.4220
O 2.4486 -1.1339 2.9418
C 1.1359 0.4744 -0.5314
Si 1.0154 1.2729 -2.2697
C 2.0793 2.8159 -2.5961
C -0.7982 1.7393 -2.7985
C 1.5624 -0.0449 -3.5947
N 2.2345 -0.5513 -0.5824
C 1.7989 -1.8621 -0.0111
C 1.0754 -2.8378 -1.0739
C 0.7888 -4.3148 -0.4850
C -0.6897 -4.7555 -1.0096
C -1.7813 -3.9561 -0.1507
C -2.9247 -4.8617 0.5183
C -3.1934 -4.5187 2.0600
S -4.3594 -3.0996 2.3443
C -5.9585 -3.9199 2.7085
N -6.0583 -5.1915 3.3307
N -7.3963 -5.5035 3.3996
C -8.0789 -4.4023 2.8359
O -7.2300 -3.3443 2.3907
H 5.7179 -2.7026 -5.3244
H 5.9689 -3.6943 -3.7409
H 4.8012 -4.3074 -5.0010
H 3.2665 -2.2802 -4.6921
H 3.4497 -3.2592 -3.1616
H 6.2511 -2.7409 -1.4594
H 5.5643 -0.1879 -0.2871
H 3.9547 0.5433 1.8399
H 2.8804 2.6438 0.0261
H 1.8805 2.9051 2.8243
H 3.6909 2.6404 2.8247
H 4.1886 4.7659 1.7944
H 2.6945 4.7582 0.6260
H 1.6027 6.2331 2.1452
H 1.7300 5.0315 3.5309
H 3.9388 5.9548 3.9825
H 3.9362 6.8098 2.5786
H 0.1970 3.3368 1.5631
H 0.6991 3.5386 -0.1833
H -2.4313 3.7377 -0.2337
H -0.2292 1.4191 2.5161
H -0.1773 -0.1928 1.6912
H 2.4395 0.9997 3.9007
H 0.1600 -0.1396 -0.4262
H 2.2165 2.9506 -3.7328
H 3.1304 2.7309 -2.1551
H 1.5486 3.7509 -2.2174
H -0.8774 2.8749 -2.5922
H -1.5535 1.2487 -2.1012
H -0.9890 1.5672 -3.9055
H 0.6977 -0.2144 -4.3429
H 1.7840 -1.0637 -3.1437
H 2.4228 0.3742 -4.2312
H 1.0861 -1.7723 0.8739
H 2.7466 -2.4240 0.3257
H 1.7025 -2.9811 -2.0174
H 0.0962 -2.3225 -1.4037
H 1.5835 -5.0142 -0.9395
H 0.7927 -4.3422 0.6548
H -0.7730 -4.5957 -2.1407
H -0.7673 -5.8829 -0.8387
H -2.2768 -3.1988 -0.8503
H -1.2633 -3.3890 0.7065
H -3.8603 -4.7615 -0.1475
H -2.6025 -5.9644 0.3986
H -2.1837 -4.2054 2.5104
H -3.5957 -5.4282 2.6188
H -9.2180 -4.3707 2.7531
C -5.0324 3.3457 -0.8503
O -4.1612 4.2021 -0.8368
N -5.9544 3.1511 0.1273
C -6.9612 2.1116 0.0419
C -5.9304 4.0120 1.2955
H -5.1373 2.6412 -1.6903
H -7.9520 2.5712 0.0746
H -6.8464 1.4331 0.8908
H -6.8609 1.5446 -0.8847
H -6.0612 5.0493 0.9786
H -4.9610 3.9169 1.7906
H -6.7252 3.7374 1.9892
```

These are the Löwdin partial charges, in e, on atoms 1 to 5:
1. C -0.068
2. C -0.233
3. O 0.041
4. B -0.520
5. O 0.088


Here is C26H33O4W as an isolated structure from the Open Molecules 2025 dataset. Energies are from ωB97M-V/def2-TZVPD.

Results
Charge   +1
Maximum force   3.41 eV/Å
DFT total energy   -37503.489 eV
Kohn-Sham gap (spin up / spin down)   7.66 / 7.12 eV
⟨S²⟩   2.02
2S+1   3

```
64
C26H33O4W, DFT ωB97M-V/def2-TZVPD
O -1.0737 1.1132 -2.3587
C 0.1709 1.4629 -2.9958
C -0.3430 2.7946 -3.5274
H 0.3168 0.6871 -3.7345
H 1.0343 1.4934 -2.3242
C -1.6765 2.3876 -2.7491
H -0.3536 2.8715 -4.6241
H 0.1532 3.6567 -3.0686
C -2.9321 1.9538 -3.4778
H -2.7177 1.3213 -4.3480
H -3.5855 2.7569 -3.8266
H -3.5192 1.3615 -2.7631
C -1.9190 3.2782 -1.5180
H -0.9684 3.4464 -0.9825
H -2.5690 2.7476 -0.7951
H -2.3654 4.2719 -1.7287
W 0.4939 -0.1009 1.5824
C 0.9242 2.0799 2.4474
C 2.1816 1.3749 2.4835
C 2.6101 1.1549 1.1332
H 2.7865 1.2002 3.3697
C 1.6386 1.7343 0.2591
C 0.5878 2.2937 1.0630
H -0.2371 2.9010 0.7020
H 0.4245 2.5454 3.3020
H 3.5442 0.6697 0.8376
H 1.7813 1.8873 -0.8067
C -1.3687 -0.6995 2.8542
C -1.6693 0.5869 2.3084
C -1.7694 0.4437 0.8892
H -1.8620 1.4653 2.9146
C -1.5029 -0.9155 0.5426
C -1.2958 -1.6411 1.7575
H -1.2336 -2.7177 1.8311
H -1.3803 -0.9256 3.9154
H -2.1948 1.1639 0.2102
H -1.5131 -1.3499 -0.4515
O -0.1605 -0.8820 -4.2824
C -0.2442 -0.3268 -5.6605
C 0.5137 -1.2708 -6.6174
H 0.1620 0.7062 -5.6566
H -1.3048 -0.2379 -5.9460
C 1.2761 -2.2598 -5.6990
H 1.2135 -0.7700 -7.3045
H -0.2150 -1.7951 -7.2505
C 0.9477 -1.8293 -4.2513
H 2.3560 -2.1934 -5.8474
H 0.9513 -3.2839 -5.9314
H 1.8237 -1.3042 -3.8341
H 0.7103 -2.7070 -3.6159
O 0.5121 -3.2086 3.0513
C 0.9458 -2.2178 3.6347
O 1.3610 -1.0674 3.0704
C 0.9912 -2.2500 5.1113
C 0.8149 -1.0972 5.8814
C 0.7722 -1.2096 7.2697
C 0.9411 -2.4648 7.8780
C 1.1529 -3.6205 7.0986
C 1.1397 -3.5013 5.7102
H 0.7208 -0.1214 5.4003
H 0.5890 -0.3128 7.8761
H 0.8895 -2.5629 8.9717
H 1.2930 -4.6037 7.5653
H 1.2491 -4.3636 5.0553
```

These are the Löwdin partial charges, in e, on atoms 1 to 5:
1. O -0.110
2. C -0.180
3. C -0.032
4. H 0.053
5. H 0.082


Here is C6H7N3O2 in the gas phase from the Open Molecules 2025 dataset. Energies are from ωB97M-V/def2-TZVPD.

Results
Maximum force   4.66 eV/Å
DFT total energy   -14896.344 eV
Kohn-Sham gap   8.80 eV

```
18
C6H7N3O2, DFT ωB97M-V/def2-TZVPD
C -0.6207 2.3975 -1.3307
C -0.6816 1.1281 -0.6124
C 0.1672 0.0714 -0.5152
N 0.1651 -0.8851 0.5070
C -0.2335 -0.6393 1.8662
C -0.3649 -1.8644 2.4328
N 0.0174 -2.8405 1.5586
C 0.3023 -2.2248 0.4620
N 1.3316 -0.0840 -1.4340
O 2.2344 -0.7575 -1.0462
O 1.2921 0.5729 -2.4191
H -0.5292 3.2447 -0.7036
H 0.3065 2.4970 -2.0703
H -1.5413 2.5413 -1.9660
H -1.4362 1.1573 0.1065
H -0.3962 0.4183 2.2631
H -0.6744 -2.0283 3.4067
H 0.6614 -2.7046 -0.5054
```

These are the Löwdin partial charges, in e, on atoms 1 to 5:
1. C -0.089
2. C -0.041
3. C -0.117
4. N -0.027
5. C -0.038


Here is C12H12Se in the gas phase from the Open Molecules 2025 dataset. Energies are from ωB97M-V/def2-TZVPD.

Results
Maximum force   6.18 eV/Å
DFT total energy   -77975.280 eV
Kohn-Sham gap   8.08 eV

```
25
C12H12Se, DFT ωB97M-V/def2-TZVPD
C -2.1724 2.8242 -0.7365
C -3.0072 1.9424 -0.0766
C -2.4469 0.7925 0.6848
Se -1.9963 -0.9822 -0.1679
C 0.2818 -1.1076 0.3254
C 0.6020 -1.5473 1.6283
C 1.6356 -2.2703 1.9723
C 1.2040 -1.4321 -0.7836
C 2.6403 -1.0222 -0.4699
C 2.4333 0.2155 -0.0080
C 0.8776 0.1272 -0.2556
C 0.4812 0.3732 -1.7004
C 0.6569 -0.8719 -2.0691
H -2.5990 3.8277 -1.1510
H -1.1732 2.6542 -0.8048
H -4.1011 1.9202 -0.0690
H -1.4272 0.9722 1.2477
H -3.2829 0.6566 1.3649
H -0.0836 -1.0848 2.3519
H 1.9448 -2.3423 2.9447
H 2.2342 -2.7872 1.2499
H 3.4508 -1.7991 -0.5207
H 3.1471 1.0773 0.1487
H 0.3746 1.3595 -2.2526
H 0.3256 -1.4956 -2.8532
```

These are the Löwdin partial charges, in e, on atoms 1 to 5:
1. C 0.018
2. C -0.246
3. C -0.527
4. Se 0.895
5. C -0.415


Here is a 2-piece molecular cluster, C2H8N2S overall from the Open Molecules 2025 dataset. Energies are from ωB97M-V/def2-TZVPD.

Results
Charge   -1
Maximum force   1.13 eV/Å
DFT total energy   -16017.472 eV
Kohn-Sham gap (spin up / spin down)   2.58 / 8.61 eV
⟨S²⟩   0.75
2S+1   2

```
13
C2H8N2S, DFT ωB97M-V/def2-TZVPD
C -0.5083 1.2312 -1.8697
S 0.2570 2.1474 -0.4898
H -1.0104 1.8943 -2.5723
H 0.2526 0.6954 -2.4303
H -1.2377 0.5402 -1.4602
N -0.6182 -1.0454 1.4101
C 0.6512 -1.5157 1.2400
N 1.4943 -0.9784 0.4490
H -0.7195 -0.1453 0.9420
H -0.9959 -0.9527 2.3491
H 0.9546 -2.4037 1.8093
H 2.3312 -1.5526 0.3830
H -0.8508 2.0852 0.2397
```

These are the Löwdin partial charges, in e, on atoms 1 to 5:
1. C -0.628
2. S 0.220
3. H -0.004
4. H 0.006
5. H -0.011


Here is C33H37ClFeN4 as an isolated structure from the Open Molecules 2025 dataset. Energies are from ωB97M-V/def2-TZVPD.

Results
Charge   -1
Maximum force   7.02 eV/Å
DFT total energy   -87684.700 eV
Kohn-Sham gap (spin up / spin down)   4.50 / 6.12 eV
⟨S²⟩   8.79
2S+1   6

```
76
C33H37ClFeN4, DFT ωB97M-V/def2-TZVPD
Fe -0.2876 -0.2006 0.7608
N -1.2325 1.0568 4.7900
N -0.1847 2.7896 -0.0187
C -0.8922 -1.8289 -0.5327
C -2.0419 -1.1802 0.0674
C -1.9739 -1.4276 1.4952
C -2.9577 -1.0286 2.5621
H -3.8266 -0.5221 2.1319
H -2.5078 -0.3114 3.2983
H -3.2937 -1.8781 3.1579
C -0.8187 -2.2259 1.7517
C -0.4404 -2.7519 3.0989
H -0.9602 -3.6958 3.3144
H -0.7027 -2.0651 3.9199
H 0.6356 -2.9597 3.1798
C -0.1518 -2.4668 0.5165
C 0.9599 -3.4399 0.3366
H 1.6558 -3.4406 1.1896
H 1.5335 -3.2362 -0.5763
H 0.5546 -4.4622 0.2536
C -3.1445 -0.4890 -0.6566
H -3.9591 -1.1837 -0.8993
H -2.7906 -0.0565 -1.6001
H -3.5714 0.3323 -0.0621
C -0.6629 -2.0603 -1.9869
H 0.4120 -2.1563 -2.2033
H -1.0475 -1.2321 -2.5974
H -1.1608 -2.9891 -2.3140
C -0.6795 1.6581 5.8289
H -1.0345 1.4126 6.8218
C 0.3658 2.5971 5.7176
H 0.8135 3.0670 6.6052
C 0.8441 2.9204 4.4485
H 1.5998 3.6982 4.2811
C 0.3138 2.2473 3.3395
H 0.4804 2.4322 2.2721
C -0.7276 1.3510 3.6196
C -1.2800 0.4350 2.4812
H -1.9631 1.1585 1.9188
C -0.0650 1.5700 -0.5072
C -1.0469 3.5525 -0.7535
H -1.7196 4.2806 -0.3781
C -0.8182 3.0682 -2.0155
H -1.0012 3.6231 -2.8929
N -0.1602 1.8216 -1.9569
C 0.1087 1.1274 -3.1119
C -0.8714 1.1994 -4.1315
C -0.5918 0.5349 -5.3522
H -1.3406 0.5542 -6.1414
C 0.6160 -0.1280 -5.5252
C 0.8784 -0.8010 -6.8368
H 1.4621 -1.7155 -6.6967
H 1.4442 -0.1465 -7.5118
H -0.0639 -1.0485 -7.3325
C 1.5935 -0.1223 -4.5276
H 2.5517 -0.6187 -4.6964
C 1.3597 0.5429 -3.3014
C 2.3718 0.7229 -2.2066
H 2.6652 1.7773 -2.1414
H 3.2483 0.1125 -2.4210
H 1.9561 0.4532 -1.2274
C -2.1981 1.8474 -3.9137
H -2.1403 2.9221 -3.7318
H -2.7444 1.3954 -3.0774
H -2.8115 1.7657 -4.8123
Cl 5.1757 -0.7851 0.7365
C 3.7792 -0.6994 1.7134
C 3.8734 -0.4297 3.0827
C 2.6846 -0.3213 3.7960
C 1.4902 -0.4208 3.1066
N 1.4110 -0.4998 1.7626
C 2.5403 -0.8706 1.0961
H 4.8375 -0.3065 3.5566
H 2.6291 -0.1498 4.8686
H 0.5651 -0.4061 3.6869
H 2.4564 -1.2696 0.0838
```

These are the Löwdin partial charges, in e, on atoms 1 to 5:
1. Fe 0.560
2. N 0.077
3. N -0.028
4. C -0.285
5. C -0.283


Here is a 3-piece molecular cluster, C28H43N3O4 overall from the Open Molecules 2025 dataset. Energies are from ωB97M-V/def2-TZVPD.

Results
Maximum force   0.74 eV/Å
DFT total energy   -42392.061 eV
Kohn-Sham gap   9.92 eV

```
78
C28H43N3O4, DFT ωB97M-V/def2-TZVPD
C 2.0331 -1.8446 2.0452
C 2.3889 -2.1523 0.5810
C 1.1931 -2.5024 -0.3223
C 0.6668 -1.3155 -1.1373
C -0.1259 -0.3281 -0.2922
C -0.3662 1.0176 -0.9460
O 0.3926 1.6393 -1.6441
N -1.6084 1.4662 -0.5416
C -2.0576 0.7044 0.6290
C -1.3879 1.2197 1.9286
O -1.2016 2.6319 1.9365
O 0.1508 2.8272 1.4487
N -3.5303 0.7989 0.7221
C -4.0355 2.1708 0.9185
C -4.1094 -0.1096 1.6267
C -5.6133 -0.1338 1.6858
O -3.4461 -0.8576 2.3035
C -1.5350 -0.7029 0.2264
C -2.3668 -1.3254 -0.9139
C -2.4143 -2.8549 -0.9056
C -3.2646 -3.4481 0.2192
C -4.7488 -3.3922 -0.1275
N -5.5788 -3.8271 0.9926
H 1.9534 -0.7714 2.2395
H 2.7894 -2.2329 2.7303
H 1.0818 -2.3078 2.3246
H 2.9212 -1.2997 0.1465
H 3.0914 -2.9895 0.5628
H 1.4569 -3.3140 -1.0058
H 0.3852 -2.8978 0.3062
H 1.5284 -0.7604 -1.5205
H 0.1066 -1.6509 -2.0144
H 0.5335 -0.0763 0.5492
H -1.6601 2.4757 -0.4975
H -0.4131 0.7600 2.0854
H -2.0061 0.9767 2.7905
H 0.0279 3.5139 0.7740
H -5.0844 2.2289 0.6339
H -3.4854 2.8507 0.2734
H -3.9306 2.5181 1.9518
H -5.9208 -1.1764 1.5914
H -5.9340 0.2138 2.6714
H -6.0854 0.4795 0.9223
H -1.4601 -1.3658 1.0874
H -3.3855 -0.9294 -0.9175
H -1.9320 -0.9959 -1.8618
H -2.8544 -3.1890 -1.8543
H -1.4005 -3.2610 -0.8891
H -3.0008 -4.5055 0.3454
H -3.0842 -2.9442 1.1734
H -5.0453 -2.3686 -0.3822
H -4.8959 -3.9934 -1.0388
H -5.3466 -4.7750 1.2681
H -6.5608 -3.8161 0.7452
C 3.1555 6.2221 2.4820
C 2.4617 5.1606 1.9168
C 2.8861 4.6208 0.7093
C 3.9950 5.1497 0.0627
C 4.6835 6.2150 0.6258
C 4.2650 6.7501 1.8365
H 2.8302 6.6383 3.4270
H 1.6016 4.7410 2.4219
H 2.3634 3.7784 0.2708
H 4.3245 4.7271 -0.8777
H 5.5487 6.6270 0.1221
H 4.8044 7.5789 2.2770
C 5.3983 -1.3235 -2.4019
C 4.1857 -0.7272 -2.7192
C 3.3928 -1.2618 -3.7255
C 3.8108 -2.3916 -4.4147
C 5.0251 -2.9862 -4.0988
C 5.8181 -2.4527 -3.0921
H 6.0166 -0.9081 -1.6161
H 3.8557 0.1550 -2.1841
H 2.4451 -0.7969 -3.9671
H 3.1896 -2.8102 -5.1962
H 5.3534 -3.8665 -4.6368
H 6.7645 -2.9169 -2.8456
```

These are the Löwdin partial charges, in e, on atoms 1 to 5:
1. C -0.103
2. C -0.239
3. C -0.197
4. C -0.148
5. C -0.182


Here is C47H56Br2InNP as an isolated structure from the Open Molecules 2025 dataset. Energies are from ωB97M-V/def2-TZVPD.

Results
Charge   -1
Maximum force   2.75 eV/Å
DFT total energy   -205683.854 eV
Kohn-Sham gap   6.22 eV

```
108
C47H56Br2InNP, DFT ωB97M-V/def2-TZVPD
C 3.3417 5.4705 1.7846
C 1.7762 5.3820 1.9611
In 0.8733 7.2917 1.2220
P 1.8959 9.3524 2.3730
N 2.9459 10.1273 1.4002
C -1.3914 7.3610 1.2433
Br -1.9340 9.1424 1.9962
C -2.1025 6.3305 2.1454
C -3.6643 6.4093 1.8638
Br -1.5567 4.4770 1.7592
H 3.6479 6.4371 1.3600
H 3.8643 5.2741 2.7278
H 3.7067 4.7212 1.0660
H 1.4575 4.5029 1.3822
H 1.5550 5.1357 3.0093
H 1.3668 7.4510 -0.5062
H 0.9073 10.3158 2.7515
H 2.6215 8.9339 3.5419
H 2.9804 9.6270 0.5182
H -1.8013 7.3537 0.2295
H -1.9928 6.6032 3.1961
H -4.0316 5.4089 1.6081
H -4.2210 6.7562 2.7376
H -3.8185 7.0566 0.9986
C 1.4290 -0.3954 0.0414
C 2.3816 -0.1572 -0.9415
C 2.3708 1.0410 -1.6445
C 1.4106 2.0039 -1.3589
C 0.4598 1.7659 -0.3746
C 0.4665 0.5657 0.3235
H 1.4366 -1.3309 0.5884
H 3.1338 -0.9062 -1.1592
H 3.1101 1.2252 -2.4141
H 1.4040 2.9400 -1.9029
H -0.2881 2.5148 -0.1527
H -0.2785 0.3798 1.0873
C 4.7050 -4.7252 -2.9437
C 3.5641 -4.0506 -2.5283
C 3.2226 -4.0267 -1.1819
C 4.0270 -4.6699 -0.2495
C 5.1696 -5.3418 -0.6647
C 5.5069 -5.3731 -2.0120
H 4.9696 -4.7462 -3.9934
H 2.9403 -3.5434 -3.2536
H 2.3296 -3.5053 -0.8593
H 3.7632 -4.6474 0.8005
H 5.7971 -5.8419 0.0627
H 6.3950 -5.9011 -2.3359
C 2.5496 5.4410 -2.5720
C 2.3656 4.8097 -3.7963
C 3.0249 5.2761 -4.9276
C 3.8761 6.3693 -4.8319
C 4.0629 6.9984 -3.6065
C 3.3971 6.5378 -2.4778
H 2.0330 5.0813 -1.6905
H 1.7061 3.9528 -3.8701
H 2.8756 4.7873 -5.8829
H 4.3936 6.7312 -5.7121
H 4.7274 7.8502 -3.5314
H 3.5368 7.0309 -1.5255
C -4.4469 0.9853 0.2992
C -3.5931 2.0105 -0.0894
C -3.0296 2.0012 -1.3593
C -3.3251 0.9718 -2.2441
C -4.1799 -0.0519 -1.8559
C -4.7382 -0.0480 -0.5832
H -4.8835 0.9905 1.2905
H -3.3603 2.8162 0.5963
H -2.3589 2.7968 -1.6586
H -2.8878 0.9668 -3.2347
H -4.4102 -0.8546 -2.5463
H -5.4008 -0.8504 -0.2787
C -4.4218 -4.1389 -2.5530
C -3.3149 -3.7116 -1.8306
C -2.2146 -4.5471 -1.6854
C -2.2177 -5.8071 -2.2708
C -3.3235 -6.2331 -2.9961
C -4.4272 -5.4010 -3.1341
H -5.2810 -3.4882 -2.6631
H -3.3100 -2.7267 -1.3796
H -1.3548 -4.2158 -1.1170
H -1.3583 -6.4566 -2.1616
H -3.3251 -7.2146 -3.4535
H -5.2909 -5.7352 -3.6952
C 3.6586 -8.2770 1.4796
C 2.5180 -7.6016 1.8951
C 2.1760 -7.5771 3.2412
C 2.9800 -8.2210 4.1737
C 4.1223 -8.8935 3.7588
C 4.4597 -8.9250 2.4115
H 3.9232 -8.2977 0.4298
H 1.8953 -7.0941 1.1689
H 1.2838 -7.0557 3.5639
H 2.7160 -8.1980 5.2234
H 4.7497 -9.3937 4.4858
H 5.3476 -9.4534 2.0877
C -6.2103 -3.6694 4.2546
C -5.3593 -2.6430 3.8646
C -4.7940 -2.6531 2.5957
C -5.0867 -3.6858 1.7133
C -5.9401 -4.7104 2.1022
C -6.4990 -4.7046 3.3740
H -6.6485 -3.6628 5.2447
H -5.1360 -1.8350 4.5499
H -4.1256 -1.8560 2.2933
H -4.6493 -3.6914 0.7226
H -6.1689 -5.5142 1.4134
H -7.1603 -5.5061 3.6787
```

These are the Löwdin partial charges, in e, on atoms 1 to 5:
1. C -0.226
2. C -0.398
3. In 0.434
4. P 0.453
5. N -0.461